No. 1
C25H35N6O4OsP2SSe as an isolated structure at a distorted geometry, computed with ωB97M-V/def2-TZVPD.

Calculated values
energy relative to the best compared isomer or geometry (same formula, charge and spin)	0.0	kcal/mol
max |F|	1.5	eV/A
total charge	+1
E_LUMO	-3.64	eV
HOMO	-10.8	eV

Each line ends with the Löwdin charge.
CARTESIAN COORDINATES (ANGSTROEM)
Os (1.04284, 0.52208, 1.27670)  0.7041
N (3.39207, -1.53100, 4.24460)  0.1176
C (2.89684, -0.65848, 3.36176)  -0.7973
S (1.13105, -0.36583, 3.40497)  0.6106
N (3.69965, -0.03095, 2.55758)  0.0014
N (3.02883, 0.81953, 1.71339)  -0.2390
C (3.64418, 1.87036, 1.35308)  -0.0674
C (2.91180, 2.79314, 0.51907)  -0.2463
C (3.46923, 3.99221, 0.09574)  0.0066
C (2.71344, 4.85759, -0.66968)  -0.0271
C (1.42434, 4.48614, -1.02483)  -0.0229
C (0.93890, 3.27492, -0.57658)  -0.1577
N (1.64079, 2.44987, 0.20581)  -0.0439
H (2.76459, -2.13463, 4.74528)  0.0936
H (4.38137, -1.71890, 4.25068)  0.1184
H (4.65141, 2.06473, 1.70470)  0.1427
H (4.48134, 4.24097, 0.38859)  0.1266
H (3.11655, 5.80907, -0.99123)  0.1219
H (0.80484, 5.12970, -1.63488)  0.1211
H (-0.05427, 2.94230, -0.84835)  0.1053
C (1.76341, 0.62404, -2.38482)  -0.2036
P (1.00859, -0.25020, -0.97865)  0.9131
C (-0.76126, -0.30724, -1.48766)  -0.3823
N (-1.05217, -0.63152, -2.72180)  0.1328
C (-2.35085, -0.68457, -3.08688)  -0.1933
C (-2.70885, -1.05734, -4.40294)  -0.0067
C (-4.02128, -1.06932, -4.76717)  -0.0525
C (-5.03707, -0.72501, -3.83893)  -0.0508
C (-4.72505, -0.38905, -2.55663)  -0.0032
C (-3.37191, -0.36022, -2.15032)  -0.1922
N (-3.04807, -0.02229, -0.88453)  0.1445
C (-1.78276, 0.02160, -0.54795)  -0.3690
P (-1.27353, 0.30356, 1.20209)  0.8102
C (-2.03790, -1.17008, 1.95263)  -0.2145
C (-2.25583, 1.73611, 1.93303)  -0.6870
C (-2.12700, 1.57742, 3.45595)  -0.0978
C (-1.56929, 3.03426, 1.50247)  -0.1131
C (-3.72336, 1.78631, 1.50937)  -0.0843
C (1.62381, -2.02567, -1.26282)  -0.6037
C (1.36300, -2.54334, -2.67672)  -0.0655
C (3.13017, -2.01673, -0.95064)  -0.0690
C (0.89595, -3.00254, -0.33513)  -0.2324
H (1.40589, 0.17315, -3.30658)  0.0477
H (2.84976, 0.56443, -2.32130)  0.0575
H (1.47043, 1.67096, -2.36092)  0.0287
H (-1.92565, -1.32112, -5.10452)  0.1195
H (-4.28716, -1.34339, -5.78071)  0.1137
H (-6.07303, -0.72206, -4.15468)  0.1141
H (-5.48972, -0.14100, -1.82963)  0.1214
H (-3.10902, -1.16076, 1.75156)  0.0564
H (-1.85044, -1.19312, 3.02538)  0.0423
H (-1.60068, -2.06874, 1.51526)  0.0370
H (-1.10036, 1.34407, 3.74825)  0.0321
H (-2.78288, 0.79202, 3.83557)  0.0827
H (-2.40221, 2.51392, 3.94580)  0.0945
H (-0.49895, 2.99512, 1.69171)  0.0445
H (-1.97950, 3.87315, 2.07048)  0.0945
H (-1.74558, 3.23112, 0.44107)  0.0754
H (-4.29742, 0.95186, 1.91902)  0.0831
H (-3.83224, 1.77136, 0.43089)  0.0558
H (-4.16267, 2.71764, 1.88118)  0.0940
H (1.96509, -2.00731, -3.41064)  0.0862
H (0.32102, -2.45766, -2.96097)  0.0650
H (1.64229, -3.60084, -2.72585)  0.1025
H (3.69582, -1.57660, -1.77233)  0.0843
H (3.48862, -3.04214, -0.81545)  0.1055
H (3.36000, -1.43721, -0.05013)  0.0588
H (-0.17872, -2.96559, -0.51335)  0.1292
H (2.01437, -2.73330, 1.25986)  0.0852
H (1.24630, -4.01250, -0.55902)  0.1175
O (-0.72256, -5.06656, 1.40461)  -0.3663
Se (0.69468, -4.84565, 2.08621)  1.0573
O (2.01276, -5.39728, 1.38026)  -0.3808
O (1.06315, -2.78093, 1.08277)  -0.2025
O (0.79005, -4.36606, 3.59779)  -0.3849

Cartesian forces (eV/Å) of the 6 atoms listed first:
0.13 0.92 -1.23
-0.10 -0.04 -0.03
-0.13 0.21 -0.09
0.05 -0.20 -0.61
0.28 -0.10 0.10
0.03 -0.74 0.42


No. 2
A single C6H13N molecule at a distorted geometry, computed with ωB97M-V/def2-TZVPD.

Calculated values
structure (SMILES)	C=C(N)[C@H](C)CC
energy relative to the best compared isomer or geometry (same formula, charge and spin)	4.6	kcal/mol
max |F|	1.4	eV/A
total charge	0
E_LUMO	1.06	eV
HOMO	-8.1	eV

Each line ends with the natural charge from an NBO analysis.
CARTESIAN COORDINATES (ANGSTROEM)
C (-0.51588, -1.98840, -0.29884)  -0.5356
C (-1.04836, -0.81444, 0.07345)  0.2106
N (-2.42422, -0.66063, 0.08173)  -0.8188
C (-0.23293, 0.39939, 0.54958)  -0.2535
C (-0.54603, 1.63637, -0.30694)  -0.6068
C (1.29633, 0.21040, 0.70499)  -0.3895
C (2.10227, 0.23154, -0.58965)  -0.6179
H (-1.14224, -2.81263, -0.62504)  0.1907
H (0.54975, -2.17918, -0.30259)  0.2016
H (-2.75962, -0.00359, 0.78194)  0.3698
H (-2.94175, -1.53565, 0.09336)  0.3798
H (-0.59781, 0.61595, 1.56506)  0.2005
H (-0.33290, 1.45841, -1.36662)  0.2136
H (0.04438, 2.49819, 0.02282)  0.2069
H (-1.60115, 1.92011, -0.22586)  0.2114
H (1.50457, -0.71810, 1.25040)  0.2091
H (1.67843, 1.01812, 1.34349)  0.2028
H (1.73422, -0.49149, -1.32142)  0.2119
H (3.14969, -0.00773, -0.37799)  0.2104
H (2.08327, 1.22337, -1.05186)  0.2031

Cartesian forces (eV/Å) of the 6 atoms listed first:
0.31 0.20 -0.02
1.21 -0.70 0.22
-0.69 0.58 0.28
-0.12 -0.01 0.04
-0.21 0.10 -0.05
-0.20 -0.27 -0.05


No. 3
C24H26BrN6ORhS as an isolated structure at a distorted geometry, computed with ωB97M-V/def2-TZVPD.

Calculated values
energy relative to the best compared isomer or geometry (same formula, charge and spin)	0.0	kcal/mol
max |F|	1.0	eV/A
spin multiplicity	5
total charge	+2
E_LUMO (spin up / spin down)	-5.80 / -7.91	eV
HOMO (spin up / spin down)	-13.1 / -13.5	eV

Each line ends with the Löwdin spin population.
CARTESIAN COORDINATES (ANGSTROEM)
Rh (0.17834, 0.70823, 0.02175)  2.4218
Br (-0.54799, 6.99481, 4.02763)  0.1236
C (-0.21237, 5.30576, 3.37637)  0.2190
C (0.77521, 4.50771, 4.01446)  -0.0094
C (1.02814, 3.26654, 3.54687)  0.1219
C (0.31281, 2.73376, 2.40356)  0.0918
O (0.60448, 1.58844, 1.99959)  0.2964
C (-0.71842, 3.57150, 1.77471)  0.1233
C (-1.58524, 3.16002, 0.67186)  -0.0005
N (-1.63738, 1.98968, 0.18645)  0.1307
C (-2.64950, 1.65492, -0.77307)  -0.0007
C (-3.82216, 2.33438, -0.94639)  0.0214
C (-4.77010, 1.91634, -1.90757)  -0.0018
C (-4.54713, 0.80277, -2.65752)  0.0199
C (-3.37317, 0.03866, -2.45837)  0.0017
C (-3.11280, -1.16392, -3.15641)  0.0082
C (-1.99219, -1.88314, -2.87686)  0.0003
C (-1.11028, -1.40348, -1.89391)  0.0200
N (-1.30083, -0.27220, -1.25456)  0.0821
C (-2.42779, 0.46375, -1.51648)  0.0118
C (-0.93495, 4.83460, 2.27752)  0.0094
H (1.31093, 4.90280, 4.86847)  -0.0033
H (1.77127, 2.62739, 4.00530)  0.0042
H (-2.24396, 3.93608, 0.27451)  0.0021
H (-4.05593, 3.18747, -0.32086)  0.0013
H (-5.68612, 2.47929, -2.03163)  -0.0005
H (-5.27473, 0.47660, -3.39217)  0.0010
H (-3.82148, -1.51132, -3.89969)  0.0004
H (-1.77744, -2.81345, -3.38529)  0.0002
H (-0.22134, -1.95810, -1.60819)  0.0019
H (-1.69174, 5.46778, 1.82811)  -0.0029
N (2.43034, 0.19532, -0.10499)  0.0771
C (3.24388, 1.17730, -0.84775)  0.0071
C (2.65904, 2.56056, -0.66612)  0.0051
N (1.24685, 2.55902, -1.11635)  0.0734
H (2.63759, 0.22431, 0.88958)  0.0015
H (2.60826, -0.76155, -0.39673)  0.0035
H (3.21895, 0.90799, -1.90468)  0.0000
H (4.28631, 1.17045, -0.53496)  0.0027
H (3.26426, 3.28944, -1.20337)  0.0021
H (2.67646, 2.83120, 0.39110)  0.0002
H (1.21614, 2.37041, -2.11392)  0.0025
H (0.82383, 3.47181, -0.99091)  0.0013
C (0.98556, -6.28849, 2.27473)  0.0002
C (1.12964, -5.15461, 1.31091)  0.0013
C (1.67324, -5.24159, 0.06519)  -0.0001
C (1.73217, -4.07712, -0.71270)  -0.0001
N (1.27615, -2.89619, -0.29196)  0.0008
C (0.73672, -2.80664, 0.94123)  0.0168
S (0.11653, -1.39252, 1.63365)  0.0996
N (0.68080, -3.94236, 1.70457)  0.0069
C (2.32612, -4.10658, -2.08883)  0.0001
H (1.42543, -7.19352, 1.86689)  0.0001
H (-0.06953, -6.47718, 2.48526)  0.0000
H (1.47925, -6.05313, 3.21985)  0.0000
H (2.04883, -6.18572, -0.30264)  0.0000
H (0.27079, -3.83604, 2.62390)  0.0025
H (2.74371, -5.07976, -2.33671)  0.0000
H (3.10902, -3.35085, -2.16844)  0.0000
H (1.55753, -3.85760, -2.82404)  0.0000

Cartesian forces (eV/Å) of the 6 atoms listed first:
0.53 -0.71 -0.29
-0.06 0.23 0.07
0.20 -0.04 0.19
-0.14 0.27 -0.01
-0.12 -0.17 -0.19
-0.25 0.07 0.01


No. 4
A single C11H20N2O5 molecule at a distorted geometry, computed with ωB97M-V/def2-TZVPD.

Calculated values
structure (SMILES)	CC(C)C[C@H](NC(=O)[C@@H](N)CCC(=O)O)C(=O)O
energy relative to the best compared isomer or geometry (same formula, charge and spin)	39.6	kcal/mol
max |F|	3.9	eV/A
total charge	0
E_LUMO	0.38	eV
HOMO	-9.7	eV

Each line ends with the natural charge from an NBO analysis.
CARTESIAN COORDINATES (ANGSTROEM)
C (3.25261, -1.60847, -1.99889)  -0.6002
C (1.99430, -1.86367, -1.23981)  -0.2273
C (0.79753, -2.03021, -2.22515)  -0.6054
C (1.81142, -1.01916, -0.02376)  -0.3903
C (0.55176, -1.35393, 0.79607)  -0.1565
N (-0.60547, -0.86962, 0.07786)  -0.6557
C (-0.96758, 0.38468, -0.31933)  0.6834
O (-1.78637, 0.49585, -1.19110)  -0.6234
C (-0.20437, 1.61684, 0.13158)  -0.1719
N (0.31904, 2.27168, -1.07504)  -0.7921
C (-1.21147, 2.63096, 0.73821)  -0.3921
C (-2.00765, 2.09010, 1.91238)  -0.5274
C (-3.11247, 1.07103, 1.35359)  0.8261
O (-3.14634, -0.14647, 1.65078)  -0.6213
O (-4.06573, 1.68228, 0.61056)  -0.6584
C (0.52625, -0.87711, 2.30526)  0.7799
O (1.47549, -0.62469, 2.96059)  -0.5623
O (-0.68996, -0.96174, 2.85292)  -0.7000
H (3.24373, -0.63704, -2.58391)  0.2046
H (4.06830, -1.52303, -1.27383)  0.2095
H (3.50028, -2.49698, -2.61472)  0.2171
H (2.09275, -2.84089, -0.78514)  0.1862
H (-0.11426, -2.23622, -1.59287)  0.2080
H (0.69190, -1.24230, -2.98771)  0.2134
H (1.10231, -2.94662, -2.72532)  0.2095
H (2.72325, -0.98569, 0.63355)  0.2426
H (1.63609, 0.04269, -0.29709)  0.1832
H (0.34358, -2.41115, 0.94370)  0.2348
H (-1.38454, -1.49658, -0.11430)  0.4187
H (0.58837, 1.25366, 0.71792)  0.2037
H (0.99700, 1.70600, -1.52261)  0.3525
H (-0.49311, 2.18780, -1.66068)  0.3653
H (-1.89553, 2.77554, -0.14610)  0.2147
H (-0.74062, 3.60773, 1.01980)  0.2380
H (-1.33651, 1.64984, 2.61748)  0.2471
H (-2.53440, 2.99864, 2.28190)  0.2269
H (-4.00032, 2.64766, 0.62102)  0.4949
H (-1.41928, -0.94141, 2.15220)  0.5243

Cartesian forces (eV/Å) of the 6 atoms listed first:
1.20 0.68 -0.28
-0.96 -0.74 -0.38
0.19 -0.60 1.40
-0.03 1.93 1.36
-0.07 0.87 0.76
-1.54 -0.09 0.66